(1)
A molecular structure, C9H8O3 in a non-equilibrium geometry, computed with ωB97M-V with the def2-TZVPD basis set.

Computed properties:
total charge: 0
highest occupied orbital energy: -8.60 eV
largest force on an atom: 7.7 eV/A
frontier orbital gap: 8.14 eV
calculated total energy: -15599.0691 eV
LUMO: -0.45 eV

Last column: Löwdin charge in e.
CARTESIAN COORDINATES (ANGSTROEM)
C 2.1345 0.4773 0.4340  -0.441
C 1.4592 0.1867 1.5828  -0.052
C 0.1391 -0.0110 1.7368  -0.025
C -0.6128 0.1828 0.5516  -0.243
C -2.1096 0.2934 0.5362  -0.014
C -2.8332 -0.2531 -0.4743  -0.085
C -2.4659 -1.3142 -1.4472  -0.184
C -0.0048 0.4117 -0.6265  0.058
C 1.4792 0.4489 -0.6933  -0.236
H 3.8241 -0.1924 1.3229  0.298
H 1.9997 0.3027 2.5085  0.119
H -0.4908 0.0642 2.6765  0.143
H -2.3694 0.9954 1.1917  0.067
H -4.0108 0.0258 -0.7243  0.171
H -1.3625 -1.8623 -1.5262  0.171
H -0.4410 0.4217 -1.5196  0.077
H 3.2598 0.5493 -1.5800  0.260
O 3.4312 0.5512 0.4422  0.010
O -3.2063 -1.3582 -2.5637  -0.090
O 2.1802 0.0801 -1.8282  -0.004

Atoms 1-3, force components in eV/Å:
-1.218 -0.689 2.714
0.246 0.746 3.310
-2.908 1.416 -0.384


(2)
A single C22H27N3O6 molecule in a non-equilibrium geometry, computed with ωB97M-V with the def2-TZVPD basis set.

Computed properties:
total charge: 0
highest occupied orbital energy: -7.77 eV
largest force on an atom: 1.1 eV/A
SMILES: CCOC(=O)CNC(=O)COc1coc(CN2CCN(c3ccccc3)CC2)cc1=O
frontier orbital gap: 8.14 eV
calculated total energy: -40006.7397 eV
LUMO: 0.37 eV

Last column: Löwdin charge in e.
CARTESIAN COORDINATES (ANGSTROEM)
C 2.8985 2.4687 1.9232  -0.042
C 2.9017 2.5084 0.4026  -0.200
H 3.5514 3.3094 0.0356  0.120
H 1.8898 2.6417 0.0089  0.110
O 3.3665 1.2644 -0.1229  -0.005
C 4.6155 1.2139 -0.5905  -0.460
O 5.3580 2.1551 -0.6660  0.113
C 4.9848 -0.1971 -1.0314  -0.052
N 3.8886 -1.1214 -0.9491  0.078
C 3.7256 -1.9148 0.1264  -0.456
O 4.5645 -2.0797 0.9857  0.074
C 2.3564 -2.6175 0.1689  -0.069
H 1.9498 -2.7702 -0.8321  0.121
H 2.4728 -3.5737 0.6841  0.138
O 1.4589 -1.8906 0.9968  -0.009
C 0.8025 -0.7922 0.5631  -0.168
C 0.1045 -0.1345 1.5287  -0.015
O -0.6666 0.9432 1.3329  0.062
C -0.7716 1.4363 0.0949  -0.232
C -0.1003 0.8852 -0.9427  0.052
C 0.7270 -0.2903 -0.8154  -0.337
O 1.3013 -0.7846 -1.7886  0.018
H -0.1718 1.3166 -1.9290  0.137
C -1.6723 2.6500 -0.0034  -0.097
N -3.0930 2.3976 -0.1135  -0.158
C -3.7071 1.6954 1.0057  -0.139
C -4.1047 0.2562 0.6246  -0.126
N -3.1470 -0.2603 -0.3218  -0.096
C -2.4861 -1.4621 -0.1691  -0.224
C -1.9647 -2.1495 -1.2713  -0.028
C -1.2290 -3.3069 -1.1050  -0.082
C -1.0035 -3.8304 0.1551  -0.104
C -1.5262 -3.1705 1.2536  -0.086
C -2.2484 -2.0045 1.1003  -0.046
H -2.6137 -1.5070 1.9858  0.104
H -1.3592 -3.5600 2.2470  0.110
H -0.4308 -4.7360 0.2808  0.103
H -0.8349 -3.8063 -1.9783  0.109
H -2.1372 -1.7909 -2.2731  0.104
C -3.2540 0.3904 -1.6072  -0.144
C -3.5618 1.8896 -1.3817  -0.149
H -3.1203 2.4831 -2.1839  0.123
H -4.6429 2.0557 -1.4019  0.120
H -4.0474 -0.0588 -2.2268  0.130
H -2.3056 0.2853 -2.1345  0.097
H -5.1026 0.2568 0.1613  0.126
H -4.1581 -0.3704 1.5113  0.111
H -3.0098 1.6831 1.8435  0.115
H -4.6018 2.2516 1.3123  0.119
H -1.5219 3.2552 0.8967  0.136
H -1.3757 3.2401 -0.8733  0.132
H 0.1179 -0.4666 2.5553  0.156
H 3.0772 -0.9578 -1.5438  0.103
H 5.3820 -0.1508 -2.0492  0.138
H 5.7760 -0.5539 -0.3616  0.139
H 2.4787 3.3919 2.3126  0.079
H 3.9140 2.3573 2.2948  0.084
H 2.3059 1.6273 2.2750  0.065

Atoms 1-3, force components in eV/Å:
0.067 -0.148 -0.402
0.006 0.550 0.189
-0.196 -0.114 0.029


(3)
A single CH5O2P molecule in a non-equilibrium geometry, computed with ωB97M-V with the def2-TZVPD basis set.

Computed properties:
total charge: 0
highest occupied orbital energy: -9.24 eV
largest force on an atom: 4.7 eV/A
SMILES: OC(O)P
frontier orbital gap: 10.04 eV
calculated total energy: -14499.7358 eV
LUMO: 0.80 eV

Last column: Löwdin charge in e.
CARTESIAN COORDINATES (ANGSTROEM)
C -0.3253 -0.4740 0.3388  -0.611
O -1.6176 -0.2465 0.1818  -0.037
O 0.4532 -0.7553 -1.0700  -0.198
P 0.8190 1.0159 0.9771  0.793
H -0.1953 -1.4072 0.8538  0.092
H -1.6713 0.3711 -0.5913  0.131
H 0.6712 -1.6836 -0.9452  0.041
H 0.2020 2.2391 0.5180  -0.134
H 1.6641 0.9404 -0.2629  -0.077

Atoms 1-3, force components in eV/Å:
3.911 1.048 -2.327
-1.479 0.988 -1.746
-1.934 -0.045 2.558


(4)
A molecular structure, C5H8O2 in a non-equilibrium geometry, computed with ωB97M-V with the def2-TZVPD basis set.

Computed properties:
total charge: 0
highest occupied orbital energy: -8.92 eV
largest force on an atom: 2.2 eV/A
frontier orbital gap: 9.59 eV
calculated total energy: -9405.9584 eV
LUMO: 0.67 eV

Last column: Löwdin charge in e.
CARTESIAN COORDINATES (ANGSTROEM)
O -1.6410 0.7248 0.3847  -0.127
C -0.4728 1.5688 0.5271  -0.191
C 0.5686 0.5143 0.6270  -0.034
C -0.4245 -1.1192 -0.0650  -0.006
C 0.9875 -1.4281 -0.4632  -0.152
C 1.2321 0.0659 -0.5973  -0.462
O 1.4141 0.7014 -1.6159  0.070
H -2.2146 0.9599 -0.3419  0.090
H -0.6349 2.1728 1.4236  0.114
H -0.3138 2.2145 -0.3456  0.125
H 0.9401 0.2058 1.6062  0.135
H -0.9228 -1.6305 0.7624  0.098
H -1.1306 -1.1151 -0.9278  0.115
H 1.1326 -1.9807 -1.3815  0.111
H 1.4800 -1.8546 0.4074  0.115

Atoms 1-3, force components in eV/Å:
-1.472 1.430 0.558
-0.721 -0.031 -0.075
-1.647 -1.456 -0.409


(5)
A molecular structure, C23H12Cl4F5N2NiO3S, computed with ωB97M-V with the def2-TZVPD basis set.

Computed properties:
total charge: -1
highest occupied orbital energy: -4.53 eV
largest force on an atom: 0.3 eV/A
frontier orbital gap: 6.58 eV
calculated total energy: -148727.2052 eV
LUMO: 2.04 eV

Last column: Löwdin charge in e.
CARTESIAN COORDINATES (ANGSTROEM)
Ni 0.0436 0.5197 -1.3678  0.371
Cl 0.9559 -1.5378 -1.8419  0.862
C 1.1295 -2.6372 -0.4754  -0.605
C 0.4116 -3.8165 -0.5645  -0.158
C 0.5318 -4.7599 0.4405  -0.105
C 1.3923 -4.4963 1.4972  -0.133
C 2.1075 -3.3169 1.5428  -0.675
Cl 3.2068 -3.1239 2.8820  0.639
C 2.0154 -2.2935 0.5665  -0.787
S 2.8817 -0.8158 0.6034  0.566
H -0.2324 -3.9851 -1.4182  0.100
H -0.0284 -5.6840 0.4014  0.095
H 1.5191 -5.2137 2.2966  0.096
Cl -2.2620 4.8171 -1.3210  0.686
C -2.8671 3.2414 -0.9287  -0.585
C -4.2040 3.1059 -0.5226  -0.133
C -4.7185 1.8884 -0.1795  -0.614
Cl -6.3807 1.7667 0.3366  0.654
C -3.9131 0.7265 -0.2315  -0.170
C -4.3087 -0.5757 0.1451  -0.011
C -3.4066 -1.5971 0.0768  -0.022
C -2.1051 -1.3480 -0.3936  -0.088
N -1.7178 -0.1558 -0.7727  0.051
C -2.5891 0.8849 -0.6708  -0.130
C -2.0164 2.1495 -1.0070  -0.362
O -0.7644 2.1982 -1.3400  -0.096
H -4.8260 3.9891 -0.4755  0.101
H -5.3161 -0.7431 0.5018  0.092
H -3.6654 -2.5974 0.3930  0.111
H -1.3740 -2.1420 -0.4263  0.080
N 1.5268 1.1003 3.0546  -0.005
C 0.9552 -0.1629 3.5107  -0.178
C -0.2113 -0.5681 2.6196  -0.539
O -0.7884 -1.6227 2.7047  0.084
O -0.5624 0.3617 1.7327  0.082
H 1.9457 1.6263 3.8067  0.077
H 0.0568 1.1162 1.8933  0.094
H 2.2366 0.8936 2.3540  -0.001
H 0.5727 -0.0707 4.5276  0.126
H 1.6662 -0.9911 3.4868  0.065
F 1.4792 0.4246 -4.1331  0.038
C 2.1208 1.2276 -3.2492  -0.236
C 1.6301 1.3725 -1.9714  -0.107
C 2.3362 2.2267 -1.1485  -0.248
F 1.9304 2.4439 0.1169  0.062
C 3.4818 2.8849 -1.5567  -0.144
F 4.1511 3.6975 -0.7246  0.100
C 3.9488 2.7011 -2.8460  -0.145
F 5.0564 3.3340 -3.2602  0.100
C 3.2623 1.8652 -3.7045  -0.149
F 3.7053 1.6917 -4.9602  0.096

Atoms 1-3, force components in eV/Å:
-0.005 -0.025 -0.011
0.036 0.015 -0.009
-0.032 -0.051 -0.006


(6)
A molecular structure, C31H44BIrN9S, computed with ωB97M-V with the def2-TZVPD basis set.

Computed properties:
total charge: +2
highest occupied orbital energy (spin up / spin down): -12.31 / -13.75 eV
largest force on an atom: 0.3 eV/A
frontier orbital gap (spin up / spin down): 6.69 / 5.61 eV
calculated total energy: -60607.7844 eV
spin multiplicity: 6
LUMO (spin up / spin down): -5.62 / -8.14 eV

Last column: Löwdin charge in e.
CARTESIAN COORDINATES (ANGSTROEM)
Ir 0.3369 -0.7864 -0.0438  1.317
C 1.1533 2.0040 -4.2279  -0.042
C 1.1322 2.0769 -2.7023  -0.381
C 1.8006 3.3620 -2.2060  -0.048
C -0.2635 1.9822 -2.1628  -0.276
C -1.3909 2.7382 -2.5230  0.019
C -2.3882 2.3210 -1.6720  -0.032
N -1.8882 1.3698 -0.8635  -0.024
N -0.5829 1.1569 -1.1661  0.004
B -2.5089 0.7415 0.3901  -0.503
N -1.5472 1.0589 1.5881  -0.043
C -1.7703 1.9573 2.5602  -0.041
C -0.5680 2.2864 3.1462  0.022
C 0.3993 1.5518 2.4498  -0.256
N -0.2038 0.8011 1.5173  -0.059
C 1.8822 1.6186 2.6832  -0.351
C 2.3131 0.7704 3.8825  -0.048
C 2.7065 1.3016 1.4390  -0.088
N -2.6625 -0.7882 0.2391  -0.019
C -3.7853 -1.5074 0.2234  -0.021
C -3.4650 -2.8435 0.0571  0.028
C -2.0791 -2.8847 -0.0445  -0.252
N -1.6021 -1.6251 0.0900  -0.065
C -1.1853 -4.0676 -0.2648  -0.378
C -1.5310 -5.1948 0.7101  -0.042
C -1.2742 -4.5517 -1.7155  -0.033
H 2.1751 2.0831 -4.6027  0.084
H 0.5843 2.8269 -4.6629  0.088
H 0.7245 1.0691 -4.5889  0.070
H 1.6714 1.2146 -2.3000  0.083
H 1.2846 4.2383 -2.6011  0.092
H 2.8394 3.4153 -2.5384  0.081
H 1.7778 3.4322 -1.1171  0.070
H -1.4621 3.4952 -3.2848  0.117
H -3.4141 2.6380 -1.5793  0.133
H -3.5852 1.2068 0.6199  0.128
H -2.7683 2.3195 2.7477  0.136
H -0.3976 2.9874 3.9456  0.123
H 2.0684 2.6642 2.9440  0.148
H 2.1909 -0.2947 3.6783  0.039
H 1.7374 1.0232 4.7726  0.087
H 3.3655 0.9487 4.1060  0.091
H 2.6691 0.2305 1.2171  0.000
H 3.7508 1.5636 1.6168  0.094
H 2.3508 1.8575 0.5687  0.064
H -4.7426 -1.0231 0.3289  0.139
H -4.1500 -3.6713 -0.0037  0.123
H -0.1608 -3.7416 -0.0732  0.080
H -2.5174 -5.6074 0.4933  0.090
H -1.5278 -4.8462 1.7442  0.061
H -0.8056 -6.0034 0.6245  0.093
H -2.2918 -4.8621 -1.9582  0.093
H -0.6177 -5.4103 -1.8609  0.091
H -0.9812 -3.7691 -2.4157  0.063
C 4.4528 0.2017 -1.5639  0.021
N 4.5341 -1.2342 -1.6227  -0.080
C 5.6640 -1.8363 -2.2805  0.019
C 3.4291 -2.0382 -1.1280  -0.109
C 2.3026 -2.0041 -2.1555  -0.237
C 2.5084 -2.6792 -3.3552  -0.030
C 1.5557 -2.6378 -4.3619  -0.037
C 0.3925 -1.9069 -4.1682  -0.061
C 0.1779 -1.2500 -2.9658  -0.138
C 1.1128 -1.2940 -1.9192  -0.280
H 5.2196 0.5636 -0.8700  0.133
H 3.4689 0.5089 -1.2236  0.070
H 4.6703 0.6228 -2.5485  0.129
H 6.5228 -1.1708 -2.2209  0.117
H 5.4194 -1.9883 -3.3387  0.125
H 5.8860 -2.8026 -1.8317  0.118
H 3.0967 -1.5828 -0.1944  0.054
H 3.7904 -3.0477 -0.9404  0.145
H 3.4116 -3.2606 -3.5057  0.117
H 1.7241 -3.1685 -5.2892  0.121
H -0.3554 -1.8563 -4.9490  0.123
H -0.7449 -0.6980 -2.8340  0.098
S 1.3338 -2.1486 1.7464  0.682
C 0.1090 -2.5284 2.9106  -0.713
N -0.9253 -1.6871 3.1376  0.117
C -1.9017 -1.9747 4.0190  -0.003
C -1.8416 -3.1441 4.7183  0.008
C -0.7341 -3.9637 4.4686  -0.056
N 0.2114 -3.6628 3.5922  0.098
H -0.9465 -0.8125 2.6133  0.092
H -2.6842 -1.2363 4.1242  0.149
H -2.6008 -3.4124 5.4363  0.126
H -0.6065 -4.8975 5.0039  0.135

Atoms 1-3, force components in eV/Å:
0.103 0.111 -0.031
0.007 -0.003 0.004
-0.027 0.008 -0.003